Density functional theory data (the ωB97M-V functional and the def2-TZVPD basis) for 9 unconnected molecules or ions with the total composition C36H51F21O20 at a distorted geometry.

Last column: Mulliken charge in e.
Geometry (Å):
C1 3.023 -6.231 -5.259  -1.10
C2 3.328 -4.747 -5.305  -0.27
O1 3.142 -4.216 -3.980  -0.20
C3 3.202 -2.905 -3.887  -0.16
O2 3.541 -2.140 -4.743  -0.54
C4 2.822 -2.398 -2.487  1.18
F1 1.514 -2.087 -2.441  -0.11
F2 3.060 -3.327 -1.557  -0.20
F3 3.494 -1.298 -2.161  -0.26
H1 2.469 -6.565 -6.136  0.35
H2 2.294 -6.408 -4.458  0.25
H3 3.870 -6.875 -5.044  0.33
H4 2.641 -4.257 -5.996  0.32
H5 4.331 -4.522 -5.664  0.38
C5 -0.196 -4.849 -1.462  -0.69
C6 -0.744 -4.182 -2.696  -0.40
O3 -1.280 -2.918 -2.300  -0.10
C7 -1.636 -2.065 -3.230  0.17
O4 -1.637 -2.227 -4.413  -0.58
C8 -2.054 -0.734 -2.574  0.96
F4 -3.359 -0.808 -2.252  -0.28
F5 -1.352 -0.478 -1.458  -0.10
F6 -1.866 0.299 -3.384  -0.24
H6 0.571 -4.315 -0.904  -0.16
H7 0.119 -5.876 -1.649  0.48
H8 -1.016 -4.943 -0.742  0.21
H9 -1.470 -4.871 -3.136  0.48
H10 -0.009 -4.036 -3.492  0.17
C9 2.158 -5.236 2.889  -1.00
C10 2.803 -5.073 1.537  0.54
O5 4.027 -4.314 1.612  -0.20
C11 5.078 -4.921 2.116  0.28
O6 5.148 -6.056 2.485  -0.53
C12 6.293 -3.970 2.111  0.88
F7 5.935 -2.689 2.267  -0.23
F8 7.142 -4.269 3.084  -0.25
F9 6.923 -4.096 0.937  -0.25
H11 1.906 -4.241 3.254  0.25
H12 2.824 -5.720 3.601  0.44
H13 1.246 -5.821 2.809  0.15
H14 2.167 -4.511 0.854  -0.53
H15 3.013 -6.006 1.006  0.41
C13 -4.883 -2.875 1.210  -0.77
C14 -4.865 -3.358 2.645  -0.34
O7 -3.631 -4.023 2.952  -0.29
C15 -3.476 -5.244 2.473  0.16
O8 -4.290 -5.893 1.888  -0.54
C16 -2.051 -5.768 2.750  1.08
F10 -1.486 -5.168 3.792  -0.24
F11 -2.069 -7.078 2.947  -0.25
F12 -1.281 -5.516 1.671  -0.19
H16 -4.964 -3.733 0.539  0.47
H17 -3.998 -2.292 0.970  -0.12
H18 -5.763 -2.256 1.033  0.43
H19 -5.721 -3.942 2.972  0.42
H20 -4.858 -2.466 3.277  0.27
C17 -3.983 5.756 1.392  -1.06
C18 -2.683 5.490 0.675  -0.30
O9 -1.650 5.188 1.634  -0.18
C19 -1.004 4.049 1.513  0.46
O10 -0.950 3.349 0.543  -0.42
C20 -0.215 3.696 2.789  0.61
F13 0.205 4.776 3.432  -0.21
F14 -1.039 3.016 3.623  -0.26
F15 0.812 2.921 2.489  -0.16
H21 -4.343 4.889 1.943  0.20
H22 -4.731 5.951 0.611  0.41
H23 -3.992 6.653 2.006  0.32
H24 -2.363 6.412 0.175  0.33
H25 -2.742 4.773 -0.141  0.32
C21 -3.313 0.862 0.852  -0.84
C22 -3.395 0.735 2.361  0.06
O11 -4.762 0.533 2.780  -0.38
C23 -5.486 1.610 2.952  0.43
O12 -5.168 2.750 2.772  -0.56
C24 -6.916 1.254 3.435  0.81
F16 -7.337 2.140 4.337  -0.25
F17 -7.757 1.289 2.386  -0.25
F18 -6.973 0.035 3.987  -0.23
H26 -2.312 0.706 0.464  -0.04
H27 -3.684 1.854 0.586  0.33
H28 -3.990 0.156 0.364  0.42
H29 -3.069 1.661 2.834  0.44
H30 -2.772 -0.064 2.742  -0.01
C25 1.772 1.112 -0.282  0.50
C26 2.226 0.272 0.887  -0.64
O13 1.062 -0.208 1.624  -0.28
C27 0.695 -1.448 1.400  0.02
O14 1.169 -2.176 0.573  -0.17
C28 -0.469 -1.903 2.304  0.95
F19 -1.607 -1.968 1.595  -0.20
F20 -0.197 -3.110 2.761  -0.16
F21 -0.660 -1.055 3.316  -0.32
H31 1.177 1.998 -0.056  -0.33
H32 1.165 0.461 -0.910  -0.51
H33 2.631 1.546 -0.799  0.52
H34 2.861 0.742 1.636  0.41
H35 2.778 -0.601 0.542  0.27
C29 -0.208 8.632 3.228  -1.05
C30 1.123 8.448 2.540  -0.24
O15 1.238 7.079 2.205  -0.13
C31 2.259 6.679 1.460  0.54
O16 3.223 7.329 1.157  -0.60
O17 2.003 5.430 1.089  -0.06
C32 2.878 4.811 0.159  -0.24
H36 -1.017 8.342 2.553  0.16
H37 -0.390 9.651 3.565  0.41
H38 -0.300 7.992 4.108  0.28
H39 1.919 8.781 3.214  0.28
H40 1.201 9.065 1.642  0.32
H41 2.558 3.780 0.067  -0.27
H42 3.895 4.845 0.549  0.41
H43 2.853 5.259 -0.831  0.27
C33 0.912 0.468 -5.190  -1.11
C34 1.320 1.432 -4.115  0.61
O18 1.524 2.713 -4.737  -0.34
C35 2.041 3.699 -4.030  0.74
O19 2.273 3.707 -2.845  -0.53
O20 2.259 4.727 -4.844  -0.37
C36 2.910 5.841 -4.259  -0.61
H44 1.690 0.105 -5.860  0.31
H45 0.226 0.950 -5.894  0.40
H46 0.376 -0.356 -4.720  0.05
H47 2.259 1.164 -3.621  0.19
H48 0.588 1.487 -3.308  -0.12
H49 2.308 6.273 -3.458  0.26
H50 3.124 6.541 -5.055  0.23
H51 3.838 5.535 -3.767  0.29

The charge is 0. The calculation puts the max |F| at 0.0282 hartree/bohr. The calculation puts the energy above the lowest of the compared OMol25 structures with the same formula, charge and spin at 0.0 kJ/mol. The HOMO-LUMO gap is 11.2 eV. Its LUMO energy is 0.4 eV. For the calculated total energy, the calculation gives -136179.68190 eV. As for the SMILES: CCOC(=O)C(F)(F)F.CCOC(=O)C(F)(F)F.CCOC(=O)C(F)(F)F.CCOC(=O)C(F)(F)F.CCOC(=O)C(F)(F)F.CCOC(=O)C(F)(F)F.CCOC(=O)C(F)(F)F.CCOC(=O)OC.CCOC(=O)OC. The highest occupied orbital energy is -10.80 eV.